(1)
67
Properties=species:S:1:pos:R:3 method="wB97M-V/def2-TZVPD" smiles="CC(C)=CCC[C@@H](C)CC[C@@]1(B(N)O)OS(=O)(=O)O[C@]1(S)CB(O)O.CCOS(C)(=O)=O" homo_ev=-8.06 homo_lumo_gap_ev=7.965
C -1.869 -1.642 1.321
C -2.820 -0.672 1.987
C -4.150 -1.251 2.421
C -2.528 0.633 2.187
C -1.855 1.507 1.168
C -0.675 2.334 1.761
C 0.664 2.046 1.098
C 1.672 3.159 1.394
C 1.208 0.645 1.481
C 1.396 -0.188 0.213
C 1.856 -1.651 0.405
B 1.802 -2.293 1.888
N 1.258 -3.651 2.017
O 2.300 -1.626 2.992
O 0.860 -2.444 -0.370
S 1.201 -2.305 -1.928
O 1.188 -3.597 -2.517
O 0.386 -1.316 -2.552
O 2.672 -1.700 -1.754
C 3.125 -2.046 -0.359
S 4.432 -0.858 -0.005
C 3.477 -3.535 -0.424
B 4.627 -4.059 0.548
O 5.881 -3.509 0.573
O 4.378 -5.173 1.356
H -1.464 -1.269 0.381
H -2.367 -2.593 1.138
H -1.037 -1.834 1.999
H -4.508 -1.856 1.588
H -4.859 -0.467 2.653
H -4.052 -1.932 3.274
H -2.831 1.078 3.133
H -1.446 0.926 0.346
H -2.598 2.206 0.798
H -0.894 3.387 1.575
H -0.633 2.229 2.848
H 0.494 2.061 0.017
H 1.157 4.118 1.335
H 2.050 3.081 2.413
H 2.480 3.204 0.666
H 2.135 0.767 2.032
H 0.428 0.195 2.104
H 2.103 0.355 -0.414
H 0.458 -0.168 -0.331
H 0.738 -3.742 2.885
H 2.046 -4.291 2.079
H 1.602 -1.184 3.486
H 5.392 -1.389 -0.771
H 2.587 -4.121 -0.202
H 3.758 -3.811 -1.440
H 6.177 -3.285 1.458
H 4.189 -4.952 2.271
O -2.527 3.250 -1.417
S -2.064 2.686 -2.652
O -0.903 3.205 -3.303
O -3.277 2.660 -3.683
C -3.980 3.896 -3.921
C -3.216 4.831 -4.838
C -1.888 0.945 -2.488
H -4.216 4.375 -2.970
H -4.922 3.606 -4.382
H -2.309 5.200 -4.361
H -3.838 5.687 -5.100
H -2.919 4.314 -5.750
H -2.788 0.543 -2.030
H -1.023 0.765 -1.856
H -1.721 0.515 -3.471

---

(2)
68
Properties=species:S:1:pos:R:3 method="wB97M-V/def2-TZVPD" relative_energy_kcal_mol=6.4 multiplicity=2 s2=0.76 homo_ev="-8.43 / -8.50" homo_lumo_gap_ev="8.820 / 6.065"
Tl -1.073 0.321 0.615
C 2.855 0.085 2.005
C 2.373 1.515 1.797
C 1.546 1.984 2.989
C 3.544 2.461 1.555
O 1.487 1.563 0.666
Ge 1.785 1.258 -1.068
O 1.363 -0.488 -1.090
C 1.494 -1.381 -2.198
C 2.880 -1.254 -2.828
C 1.312 -2.788 -1.632
C 0.403 -1.078 -3.221
O 0.216 1.860 -1.682
C -0.187 3.196 -2.000
C 0.012 4.106 -0.794
C 0.621 3.694 -3.194
C -1.663 3.094 -2.363
H 3.531 0.030 2.859
H 2.006 -0.574 2.194
H 3.386 -0.271 1.117
H 2.165 2.001 3.887
H 1.160 2.988 2.804
H 0.711 1.305 3.166
H 4.217 2.468 2.413
H 4.113 2.141 0.675
H 3.180 3.475 1.386
H 3.653 -1.516 -2.103
H 2.971 -1.910 -3.693
H 3.051 -0.227 -3.163
H 1.933 -2.910 -0.743
H 0.264 -2.948 -1.367
H 1.596 -3.538 -2.371
H 0.560 -0.093 -3.669
H 0.402 -1.826 -4.016
H -0.574 -1.072 -2.733
H 1.072 4.170 -0.533
H -0.355 5.111 -1.006
H -0.522 3.713 0.073
H 1.688 3.689 -2.952
H 0.458 3.044 -4.056
H 0.333 4.711 -3.460
H -2.246 2.761 -1.501
H -2.044 4.065 -2.684
H -1.802 2.371 -3.167
C -1.070 -5.487 0.466
C -1.957 -4.581 -0.303
N -2.788 -4.925 -1.231
N -3.352 -3.740 -1.627
C -2.894 -2.660 -0.972
S -3.352 -1.064 -1.158
N -1.978 -3.212 -0.120
N -1.211 -2.459 0.760
H -1.403 -6.511 0.324
H -1.094 -5.240 1.528
H -0.038 -5.405 0.118
H -4.068 -3.722 -2.332
H -0.255 -2.797 0.760
H -1.575 -2.515 1.717
Cl -3.294 3.418 4.543
C -4.070 2.222 3.503
Cl -3.478 2.318 1.829
H -5.134 2.418 3.489
H -3.832 1.233 3.880
F -0.619 -1.546 5.128
B -1.412 -1.319 4.027
F -0.595 -0.794 2.948
F -2.430 -0.394 4.261
F -1.975 -2.539 3.545

---

(3)
69
Properties=species:S:1:pos:R:3 method="wB97M-V/def2-TZVPD" smiles=NBCCC(F)(F)C(F)(F)S(F)(F)(F)(F)F.COCCOCCOC.COCCOCCOC homo_ev=-9.14 homo_lumo_gap_ev=6.422
N 3.692 -1.963 -5.313
B 2.999 -0.623 -5.074
C 1.822 -0.203 -6.182
C 1.051 1.161 -5.792
C -0.402 1.095 -5.107
F -1.310 1.997 -5.912
F -0.275 1.841 -3.793
C -1.048 -0.335 -4.712
F -0.147 -1.282 -3.996
F -2.115 -0.013 -3.684
S -1.946 -1.278 -6.045
F -3.268 -0.157 -6.116
F -2.852 -2.090 -4.787
F -0.854 -2.642 -5.963
F -1.106 -0.552 -7.338
F -2.815 -2.202 -7.235
H 2.980 -2.684 -4.987
H 3.740 -2.105 -6.352
H 3.240 0.075 -4.138
H 1.177 -1.157 -6.360
H 2.416 -0.011 -7.199
H 0.961 1.813 -6.788
H 1.788 1.796 -5.099
C 0.141 0.583 -0.099
O 1.103 1.613 0.054
C 0.793 2.771 -0.722
C 1.385 4.025 -0.074
O 0.627 4.498 1.048
C 0.713 3.708 2.242
C 2.069 3.817 2.945
O 3.042 3.010 2.279
C 4.363 3.485 2.472
H 0.121 0.229 -1.133
H 0.418 -0.245 0.559
H -0.850 0.940 0.201
H -0.295 2.893 -0.821
H 1.231 2.628 -1.715
H 1.347 4.835 -0.811
H 2.438 3.895 0.189
H 0.433 2.671 2.046
H -0.049 4.119 2.915
H 1.982 3.445 3.972
H 2.383 4.865 2.965
H 4.458 4.514 2.105
H 5.043 2.854 1.892
H 4.639 3.432 3.528
C -2.262 -5.610 4.821
O -2.080 -4.366 4.166
C -3.285 -3.878 3.575
C -3.261 -2.350 3.492
O -3.542 -1.708 4.743
C -2.506 -1.779 5.733
C -1.294 -0.903 5.405
O -0.472 -1.536 4.423
C 0.284 -0.605 3.667
H -2.552 -6.381 4.102
H -1.314 -5.893 5.288
H -3.016 -5.520 5.609
H -4.161 -4.196 4.159
H -3.351 -4.301 2.568
H -4.067 -2.037 2.819
H -2.331 -1.976 3.057
H -2.223 -2.815 5.930
H -2.960 -1.394 6.654
H -0.683 -0.766 6.305
H -1.638 0.074 5.050
H -0.380 0.102 3.157
H 0.843 -1.156 2.904
H 0.987 -0.071 4.310

---

(4)
67
Properties=species:S:1:pos:R:3 method="wB97M-V/def2-TZVPD" relative_energy_kcal_mol=61.1 homo_ev=-8.88 homo_lumo_gap_ev=9.185
N -1.805 4.005 3.262
C -2.532 3.304 2.440
C -2.005 2.931 0.979
C -1.355 1.427 0.915
C -2.582 0.441 0.673
C -3.170 -0.350 1.901
N -4.166 -1.314 1.305
N -2.232 -1.174 2.698
N -3.969 0.441 2.864
O -0.838 1.402 2.292
S 0.742 0.872 2.357
O 1.087 0.829 3.815
O 0.586 -0.670 1.866
C 0.611 -0.995 0.473
O -0.485 -1.930 0.344
C 1.919 -1.950 0.441
C 2.084 -2.773 1.818
N 3.007 -2.086 2.773
C 0.579 0.139 -0.624
C 2.020 0.815 -0.910
C 3.067 0.100 -1.812
O 4.353 0.748 -1.491
C 2.952 0.338 -3.394
N 4.235 -0.175 -3.984
C -0.030 -0.333 -1.995
C 0.507 -1.860 -2.467
C -0.238 -2.421 -3.820
O -0.492 -2.944 -2.356
C -0.264 1.490 -0.219
B -0.952 2.199 -1.534
O -2.237 1.873 -2.059
O -0.226 3.228 -2.252
H -2.319 4.145 4.140
H -3.561 3.042 2.809
H -1.207 3.728 0.829
H -2.909 3.053 0.330
H -3.461 1.004 0.224
H -2.273 -0.254 -0.171
H -3.687 -1.988 0.702
H -4.575 -1.817 2.095
H -2.437 -2.156 2.498
H -2.290 -0.989 3.701
H -4.559 1.129 2.396
H -3.338 0.864 3.546
H -0.558 -2.445 1.161
H 1.864 -2.743 -0.348
H 2.880 -1.345 0.418
H 1.112 -3.100 2.267
H 2.625 -3.733 1.518
H 2.665 -2.326 3.706
H 3.960 -2.443 2.672
H 2.473 0.957 0.127
H 1.918 1.873 -1.314
H 3.288 -0.989 -1.636
H 4.469 0.558 -0.544
H 2.145 -0.275 -3.880
H 2.858 1.422 -3.671
H 4.950 0.549 -3.973
H 4.537 -1.014 -3.485
H 0.317 0.188 -2.925
H -1.130 -0.596 -1.980
H 1.635 -2.114 -2.345
H -1.277 -2.063 -4.028
H 0.250 -3.323 -4.276
H 0.434 2.337 0.094
H -2.154 1.253 -2.800
H -0.815 4.005 -2.155

---

(5)
63
Properties=species:S:1:pos:R:3 method="wB97M-V/def2-TZVPD" homo_ev=-11.60 charge=+1 homo_lumo_gap_ev=8.244
N 1.612 1.714 -0.066
P 0.616 0.432 -0.611
O 0.022 1.020 -2.029
C -0.816 0.699 0.541
C -1.414 -0.603 1.134
C -2.914 -0.292 1.228
N -3.069 1.055 0.643
C -4.428 1.591 0.582
C -4.852 2.009 -0.816
O -4.239 1.757 -1.803
O -6.028 2.647 -0.771
C -1.957 1.599 0.241
C -1.870 2.947 -0.371
C -0.993 3.943 0.441
C 0.192 4.530 -0.344
C 0.469 5.997 -0.008
S 0.951 6.393 1.675
O -0.208 6.828 2.388
O 2.136 7.187 1.645
Cl 1.540 4.597 2.479
H 2.539 1.630 -0.468
H 1.703 1.668 0.945
H 0.377 0.450 -2.724
H -0.343 1.207 1.395
H -0.920 -0.740 2.091
H -1.297 -1.468 0.487
H -3.350 -0.356 2.225
H -3.486 -0.954 0.573
H -4.540 2.420 1.281
H -5.110 0.800 0.897
H -6.035 3.376 -1.413
H -2.864 3.368 -0.456
H -1.474 2.815 -1.383
H -1.637 4.781 0.721
H -0.669 3.494 1.378
H -0.060 4.514 -1.408
H 1.101 3.948 -0.220
H 1.317 6.342 -0.603
H -0.393 6.622 -0.238
C 3.615 -2.933 -0.011
C 3.276 -2.170 1.258
C 4.020 -2.729 2.461
O 1.865 -2.193 1.484
H 3.322 -3.981 0.091
H 3.069 -2.526 -0.862
H 4.684 -2.891 -0.224
H 3.530 -1.115 1.133
H 3.739 -3.773 2.625
H 3.768 -2.172 3.363
H 5.099 -2.684 2.314
H 1.593 -3.112 1.581
C 1.187 -5.230 -3.202
C 1.120 -5.441 -1.699
C 0.281 -6.656 -1.339
O 0.605 -4.269 -1.055
H 0.186 -5.058 -3.606
H 1.797 -4.357 -3.439
H 1.614 -6.098 -3.705
H 2.129 -5.565 -1.304
H -0.746 -6.525 -1.690
H 0.247 -6.793 -0.258
H 0.683 -7.563 -1.791
H -0.291 -4.132 -1.382

---

(6)
77
Properties=species:S:1:pos:R:3 method="wB97M-V/def2-TZVPD" homo_ev=-8.98 homo_lumo_gap_ev=8.666
C 1.753 -1.096 2.431
C 1.593 0.428 2.262
C 2.407 0.935 1.073
C 0.114 0.893 2.292
C -0.558 1.410 1.013
C -1.377 0.371 0.200
I -0.226 -1.112 -0.872
C -2.015 1.137 -0.876
N -2.496 1.794 -1.690
C -2.496 -0.232 1.163
C -3.838 -0.116 0.603
N -4.913 0.015 0.217
P -2.298 -2.033 1.620
S -3.199 -3.293 0.450
H 1.701 -1.628 1.481
H 2.742 -1.296 2.842
H 1.012 -1.453 3.147
H 2.065 0.850 3.154
H 2.159 1.978 0.862
H 2.299 0.323 0.180
H 3.467 0.935 1.341
H 0.050 1.701 3.024
H -0.489 0.083 2.711
H 0.101 1.964 0.348
H -1.323 2.123 1.336
H -2.488 0.378 2.069
H -2.863 -2.068 2.906
H -0.931 -2.270 1.807
C 3.805 -1.401 -4.209
N 3.400 -1.318 -2.780
O 2.878 -2.288 -2.274
O 3.624 -0.275 -2.199
H 3.549 -2.381 -4.592
H 3.273 -0.616 -4.739
H 4.878 -1.232 -4.249
C -3.869 4.255 0.589
N -3.162 4.817 1.771
O -3.581 5.846 2.245
O -2.184 4.216 2.191
H -4.695 4.913 0.348
H -3.152 4.207 -0.226
H -4.220 3.266 0.849
C 5.050 -6.284 -5.448
N 4.666 -4.848 -5.530
O 5.369 -4.105 -6.180
O 3.664 -4.514 -4.931
H 5.955 -6.428 -6.025
H 5.205 -6.517 -4.399
H 4.224 -6.862 -5.851
C -8.171 1.766 2.131
N -7.328 2.978 2.327
O -6.151 2.903 2.014
O -7.867 3.960 2.776
H -7.548 0.980 1.718
H -8.571 1.492 3.102
H -8.970 2.040 1.449
C 6.235 2.023 -1.567
N 6.746 0.692 -1.140
O 6.685 0.413 0.038
O 7.188 -0.030 -2.010
H 5.872 2.547 -0.692
H 7.058 2.555 -2.033
H 5.433 1.844 -2.278
C 5.493 -4.255 2.970
N 4.492 -3.671 3.904
O 4.872 -3.326 5.002
O 3.354 -3.573 3.492
H 6.454 -4.275 3.469
H 5.154 -5.255 2.717
H 5.518 -3.624 2.086
C -7.025 2.071 -1.607
N -7.675 3.408 -1.545
O -7.129 4.336 -2.100
O -8.718 3.476 -0.925
H -6.109 2.155 -2.180
H -6.815 1.765 -0.587
H -7.726 1.388 -2.078

---

(7)
56
Properties=species:S:1:pos:R:3 method="wB97M-V/def2-TZVPD" relative_energy_kcal_mol=83.1 homo_ev=-10.93 charge=+1 homo_lumo_gap_ev=8.565
C 3.558 -2.139 -2.775
C 2.965 -1.015 -3.227
C 1.861 -0.388 -2.400
N 1.255 0.719 -3.137
C -0.186 0.833 -2.949
C -1.029 -0.330 -3.492
C -2.317 -0.502 -2.700
O -3.107 -1.544 -3.254
O -2.554 -2.772 -2.841
O -1.310 -0.075 -4.862
C -0.569 -0.893 -5.752
H 4.628 -2.216 -2.640
H 2.906 -2.964 -2.504
H 3.245 -0.537 -4.160
H 1.153 -1.194 -2.132
H 2.342 -0.062 -1.478
H 1.451 0.597 -4.121
H -0.398 1.054 -1.897
H -0.505 1.713 -3.505
H -0.478 -1.273 -3.448
H -2.029 -0.852 -1.704
H -2.908 0.407 -2.646
H -1.913 -3.020 -3.525
H -0.484 -0.397 -6.713
H 0.447 -1.106 -5.408
H -1.095 -1.844 -5.888
C -0.147 3.774 4.387
C -1.030 2.593 4.779
C -0.316 1.233 4.780
C 0.510 0.866 3.554
N -0.251 0.225 2.415
C 0.707 0.061 1.234
C 1.284 -1.327 1.405
C 0.062 -2.130 1.825
C -0.683 -1.200 2.778
C -1.426 1.038 1.986
H 0.175 3.720 3.344
H -0.697 4.706 4.499
H 0.742 3.830 5.018
H -1.911 2.579 4.136
H -1.410 2.764 5.787
H -1.039 0.445 5.008
H 0.380 1.244 5.622
H 1.270 0.139 3.837
H 1.028 1.732 3.145
H 0.121 0.124 0.319
H 1.445 0.859 1.250
H 2.049 -1.338 2.183
H 1.735 -1.700 0.487
H 0.322 -3.076 2.296
H -0.562 -2.356 0.958
H -0.411 -1.384 3.813
H -1.761 -1.277 2.670
H -1.098 2.059 1.806
H -2.185 0.995 2.760
H -1.830 0.603 1.075

---

Asked for max |F| across the records above, the calculation gives 2.26, 0.68, 6.09, 5.11, 1.13, 1.33, 1.91 eV Å⁻¹ in order.